1.
A molecular structure, C16H25F2KNO5S, computed with the ωB97M-V functional and the def2-TZVPD basis.

Energy relative to the best compared isomer or geometry (same formula, charge and spin)   6.7 kcal/mol
Multiplicity   1
HOMO energy   -3.73 eV
LUMO energy   2.3 eV
Kohn-Sham gap   6.1 eV
Total charge   -1

Last column: natural (NBO) charge in e.
Atoms and positions in Å:
1 K -0.063 -0.539 -0.886  0.85
2 C 3.150 -0.904 -0.172  -0.08
3 C 2.542 -1.889 0.808  -0.10
4 O 1.371 -2.445 0.242  -0.57
5 C 0.542 -3.111 1.197  -0.13
6 C -0.746 -3.544 0.528  -0.08
7 O -1.552 -2.484 0.033  -0.56
8 C -2.256 -1.736 1.026  -0.12
9 C -3.152 -0.729 0.323  -0.09
10 O -2.478 0.330 -0.347  -0.55
11 C -2.342 1.559 0.354  -0.08
12 C -1.220 1.601 1.374  -0.12
13 O 0.015 1.523 0.674  -0.58
14 C 1.157 1.281 1.491  -0.13
15 C 2.380 1.272 0.590  -0.08
16 O 2.371 0.257 -0.405  -0.55
17 H 3.248 -1.384 -1.147  0.21
18 H 4.152 -0.615 0.172  0.16
19 H 2.302 -1.406 1.764  0.20
20 H 3.270 -2.688 1.015  0.16
21 H 0.350 -2.431 2.040  0.24
22 H 1.062 -4.005 1.568  0.16
23 H -1.324 -4.138 1.248  0.17
24 H -0.527 -4.166 -0.342  0.19
25 H -1.559 -1.267 1.730  0.21
26 H -2.888 -2.417 1.612  0.18
27 H -3.861 -0.312 1.049  0.17
28 H -3.717 -1.257 -0.448  0.20
29 H -3.291 1.805 0.849  0.17
30 H -2.150 2.308 -0.417  0.20
31 H -1.294 0.806 2.117  0.23
32 H -1.273 2.554 1.921  0.17
33 H 1.014 0.348 2.052  0.22
34 H 1.272 2.099 2.218  0.17
35 H 3.287 1.191 1.201  0.17
36 H 2.419 2.220 0.048  0.19
37 S 0.080 -0.802 -4.049  -0.51
38 C 0.090 0.939 -3.903  0.09
39 C 0.110 1.762 -5.054  -0.29
40 C 0.127 3.128 -4.938  -0.19
41 C 0.124 3.712 -3.669  -0.33
42 C 0.100 2.849 -2.590  0.03
43 N 0.082 1.525 -2.687  -0.53
44 H 0.114 1.280 -6.022  0.21
45 H 0.144 3.744 -5.831  0.19
46 H 0.141 4.783 -3.520  0.20
47 H 0.096 3.234 -1.572  0.18
48 F -0.890 -2.114 4.099  -0.48
49 C -0.087 -0.945 3.803  0.02
50 F -1.011 0.130 4.157  -0.48
51 H 0.567 -0.910 4.700  0.05



2.
C4H9ClO2 in the gas phase, computed with the ωB97M-V functional and the def2-TZVPD basis.

Energy relative to the best compared isomer or geometry (same formula, charge and spin)   26.0 kcal/mol
Multiplicity   1
HOMO energy   -9.89 eV
LUMO energy   0.9 eV
Kohn-Sham gap   10.8 eV
SMILES string   COC(C)(Cl)OC
Total charge   0

Last column: natural (NBO) charge in e.
Atoms and positions in Å:
1 C 1.726 -1.103 0.204  -0.26
2 O 0.664 -0.546 -0.545  -0.55
3 C -0.250 0.230 0.097  0.62
4 C 0.510 1.592 1.053  -0.62
5 Cl -1.062 -0.772 1.442  -0.20
6 O -1.181 0.721 -0.727  -0.53
7 C -1.929 -0.276 -1.429  -0.27
8 H 1.361 -1.529 1.142  0.20
9 H 2.497 -0.358 0.417  0.18
10 H 2.147 -1.891 -0.419  0.20
11 H 0.203 1.479 2.077  0.22
12 H 1.576 1.518 0.911  0.20
13 H 0.108 2.482 0.591  0.22
14 H -1.262 -0.977 -1.934  0.19
15 H -2.540 0.254 -2.152  0.20
16 H -2.566 -0.824 -0.728  0.20



3.
A molecular structure, C42H51N4O3S5SiV, computed with the ωB97M-V functional and the def2-TZVPD basis.

Energy relative to the best compared isomer or geometry (same formula, charge and spin)   52.7 kcal/mol
Multiplicity   4
HOMO energy (alpha / beta)   -3.92 / -4.09 eV
LUMO energy (alpha / beta)   2.0 / 2.0 eV
Kohn-Sham gap (alpha / beta)   6.0 / 6.1 eV
Total charge   -1

Last column: Mulliken charge in e.
Atoms and positions in Å:
1 V 0.067 0.233 0.275  -0.08
2 O -2.684 3.819 0.154  -0.81
3 C -3.866 3.171 0.168  0.26
4 C -5.034 3.924 0.023  -0.69
5 C -6.271 3.308 0.031  -0.24
6 C -6.370 1.927 0.184  -0.97
7 C -5.214 1.181 0.325  -0.16
8 C -3.952 1.777 0.317  -0.04
9 C -2.717 0.952 0.434  0.81
10 O -1.578 1.577 0.366  -0.83
11 N -2.849 -0.349 0.508  -1.00
12 N -1.580 -0.918 0.407  1.60
13 C -1.314 -2.165 0.325  -1.13
14 S 0.727 -4.217 1.798  0.10
15 C -0.786 -5.179 1.472  -0.84
16 C -1.628 -4.801 0.258  -0.42
17 S -2.672 -3.340 0.473  -0.20
18 H -2.002 3.108 0.266  0.49
19 H -4.935 4.997 -0.092  0.42
20 H -7.168 3.908 -0.081  0.36
21 H -7.337 1.441 0.194  0.40
22 H -5.255 0.106 0.449  0.51
23 H -1.392 -5.124 2.379  0.37
24 H -0.452 -6.214 1.368  0.47
25 H -2.292 -5.642 0.038  0.52
26 H -0.996 -4.646 -0.618  -0.05
27 C 5.446 3.489 -1.006  -0.65
28 C 5.503 2.461 0.117  -0.86
29 S 4.009 1.443 0.285  0.02
30 C 3.351 1.941 1.885  0.55
31 C 2.596 3.259 1.957  -1.27
32 S 1.150 3.348 0.858  0.32
33 C 1.623 4.652 -0.300  -0.94
34 C 2.733 4.362 -1.310  0.27
35 S 4.367 4.910 -0.712  -0.20
36 H 5.172 3.014 -1.950  0.29
37 H 6.440 3.919 -1.152  0.46
38 H 5.701 2.956 1.070  0.29
39 H 6.337 1.782 -0.075  0.47
40 H 4.167 1.932 2.614  0.81
41 H 2.673 1.131 2.153  -1.25
42 H 3.249 4.095 1.717  0.37
43 H 2.235 3.390 2.979  0.53
44 H 1.847 5.568 0.253  0.44
45 H 0.689 4.843 -0.836  0.37
46 H 2.526 4.903 -2.235  0.57
47 H 2.782 3.300 -1.533  -0.61
48 C 0.466 0.296 2.370  -0.22
49 C 0.705 0.328 3.573  0.74
50 C 0.950 0.373 4.981  -0.11
51 C 2.171 0.834 5.494  -0.06
52 C 2.405 0.866 6.861  -0.70
53 C 1.431 0.435 7.752  -0.41
54 C 0.216 -0.027 7.258  -0.55
55 C -0.024 -0.058 5.894  -0.49
56 H 2.937 1.165 4.803  0.46
57 H 3.357 1.227 7.231  0.38
58 H 1.615 0.460 8.819  0.37
59 H -0.553 -0.365 7.942  0.36
60 H -0.971 -0.412 5.509  0.49
61 C -5.116 -0.355 -5.780  -1.07
62 C -4.129 -1.497 -5.577  -0.80
63 N -3.095 -1.208 -4.578  0.17
64 C -3.281 -1.802 -3.252  0.43
65 C -4.340 -1.081 -2.427  -1.05
66 C -2.119 -0.359 -4.974  0.22
67 O -2.093 0.066 -6.127  -0.70
68 C -0.995 0.066 -4.059  0.50
69 C 0.173 0.439 -4.718  -0.71
70 C 1.258 0.895 -3.996  -1.30
71 C 1.154 0.953 -2.619  -0.26
72 N 0.046 0.607 -1.972  0.28
73 C -1.018 0.191 -2.674  -0.56
74 H -5.877 -0.645 -6.510  0.40
75 H -4.600 0.528 -6.155  0.29
76 H -5.621 -0.097 -4.847  0.26
77 H -3.635 -1.725 -6.520  0.46
78 H -4.649 -2.394 -5.241  0.38
79 H -2.329 -1.861 -2.731  -0.79
80 H -3.583 -2.838 -3.414  0.29
81 H -4.195 0.002 -2.459  0.38
82 H -4.282 -1.388 -1.384  0.25
83 H -5.343 -1.298 -2.804  0.51
84 H 0.195 0.374 -5.797  0.49
85 H 2.176 1.194 -4.485  0.52
86 H 1.988 1.256 -1.995  0.40
87 H -1.897 -0.016 -2.078  0.68
88 C 0.150 -3.073 3.065  -0.56
89 Si 1.261 -1.962 -0.144  0.64
90 C 0.965 -2.959 -1.742  -1.17
91 C 3.019 -2.505 0.381  0.40
92 C 3.502 -2.004 1.596  0.13
93 C 4.796 -2.263 2.026  -0.83
94 C 5.655 -3.008 1.228  -0.59
95 C 5.206 -3.496 0.007  -0.59
96 C 3.900 -3.254 -0.403  -0.53
97 H -0.245 -3.631 3.914  0.58
98 H -0.595 -2.393 2.655  0.09
99 H 1.006 -2.481 3.387  0.11
100 H 1.116 -4.037 -1.621  0.39
101 H 1.671 -2.618 -2.514  0.48
102 H -0.050 -2.785 -2.105  0.00
103 H 2.851 -1.379 2.206  0.27
104 H 5.141 -1.870 2.977  0.43
105 H 6.672 -3.203 1.552  0.35
106 H 5.872 -4.074 -0.625  0.38
107 H 3.563 -3.662 -1.352  0.28



4.
2 unconnected molecules or ions with the total composition C4H8Cl4, computed with the ωB97M-V functional and the def2-TZVPD basis.

Energy relative to the best compared isomer or geometry (same formula, charge and spin)   31.0 kcal/mol
Multiplicity   1
HOMO energy   -10.33 eV
LUMO energy   0.5 eV
Kohn-Sham gap   10.8 eV
SMILES string   ClCCCl.ClCCCl
Total charge   0

Last column: natural (NBO) charge in e.
Atoms and positions in Å:
1 Cl -0.017 -0.408 -1.983  -0.06
2 C 1.068 0.707 -1.094  -0.39
3 C 2.142 -0.122 -0.398  -0.40
4 Cl 1.287 -0.846 0.970  -0.05
5 H 0.386 1.355 -0.543  0.24
6 H 1.550 1.345 -1.834  0.23
7 H 2.944 0.526 -0.044  0.22
8 H 2.719 -0.909 -0.884  0.25
9 Cl -3.068 -1.451 0.119  -0.07
10 C -1.434 -1.007 0.679  -0.42
11 C -1.306 0.524 0.722  -0.40
12 Cl -2.283 1.310 2.004  -0.07
13 H -0.711 -1.410 -0.030  0.25
14 H -1.247 -1.525 1.620  0.22
15 H -1.729 0.982 -0.172  0.22
16 H -0.304 0.930 0.867  0.22



5.
10 unconnected molecules or ions with the total composition C30H71F6N9O8P, computed with the ωB97M-V functional and the def2-TZVPD basis.

Multiplicity   2
HOMO energy (alpha / beta)   -8.40 / -8.40 eV
LUMO energy (alpha / beta)   -0.2 / -4.4 eV
Kohn-Sham gap (alpha / beta)   8.2 / 4.0 eV
Total charge   0

Last column: Mulliken charge in e.
Atoms and positions in Å:
1 P 0.061 0.843 -0.441  1.62
2 F 0.702 2.118 0.411  -0.62
3 F -0.098 2.015 -1.610  -0.46
4 F 1.574 0.493 -0.943  -0.17
5 F -0.501 -0.238 -1.421  -0.39
6 F 0.281 -0.231 0.767  0.05
7 F -1.434 1.112 0.249  -0.51
8 C -4.487 -1.074 1.026  -1.98
9 C -3.936 -1.867 -0.124  0.85
10 N -3.378 -3.104 0.278  -0.01
11 C -3.170 -3.896 -0.951  0.18
12 C -4.425 -4.740 -1.233  -1.70
13 C -2.033 -2.795 0.911  2.46
14 C -1.306 -4.006 1.563  -1.51
15 H -3.926 -0.140 1.003  0.41
16 H -4.353 -1.664 1.933  0.39
17 H -5.514 -0.773 0.819  0.39
18 H -4.851 -2.141 -0.650  0.54
19 H -3.288 -1.299 -0.790  -0.46
20 H -2.786 -3.367 -1.824  0.10
21 H -2.295 -4.523 -0.779  0.33
22 H -5.381 -4.369 -1.604  0.34
23 H -4.107 -5.587 -1.840  0.39
24 H -4.918 -5.125 -0.340  0.41
25 H -1.979 -1.913 1.550  -1.93
26 H -1.468 -2.340 0.097  -0.18
27 H -1.705 -4.086 2.574  0.39
28 H -0.246 -3.818 1.730  0.24
29 H -1.461 -4.952 1.043  0.48
30 C -0.676 -1.093 -6.126  -0.10
31 O -0.225 -2.175 -5.778  -0.52
32 N -0.432 0.122 -5.568  0.37
33 C -0.936 1.232 -6.273  -1.12
34 C 0.552 0.355 -4.523  -0.43
35 H -1.309 -0.998 -7.021  0.34
36 H -2.001 1.393 -6.106  0.31
37 H -0.821 1.200 -7.356  0.43
38 H -0.513 2.156 -5.879  0.36
39 H 1.608 0.527 -4.735  0.45
40 H 0.405 1.284 -3.972  0.19
41 H 0.450 -0.460 -3.806  -0.25
42 C -2.448 -1.243 4.422  0.13
43 O -2.923 -1.590 5.465  -0.63
44 N -1.970 -0.016 4.197  0.19
45 C -2.004 1.024 5.236  -1.03
46 C -1.306 0.460 3.001  0.12
47 H -2.398 -1.933 3.565  0.38
48 H -1.125 0.991 5.880  0.34
49 H -2.898 0.848 5.834  0.44
50 H -2.198 2.079 5.044  0.27
51 H -1.520 1.507 2.786  0.24
52 H -0.221 0.362 2.982  -0.22
53 H -1.800 -0.082 2.194  -0.46
54 C 3.183 0.432 1.768  0.35
55 O 3.673 1.611 1.538  -0.20
56 N 3.106 -0.230 2.907  0.28
57 C 2.689 -1.600 2.998  -0.44
58 C 3.717 0.403 4.076  -0.97
59 H 2.902 -0.282 0.978  0.24
60 H 3.549 -2.256 3.132  0.35
61 H 2.214 -1.809 2.040  -0.14
62 H 1.987 -1.704 3.826  0.33
63 H 3.309 0.005 5.006  0.35
64 H 4.769 0.118 4.067  0.39
65 H 3.722 1.491 4.018  0.18
66 C 2.254 4.453 4.267  -0.23
67 O 3.075 4.150 3.404  -0.46
68 N 0.970 4.046 4.301  0.43
69 C 0.072 4.090 5.447  -1.10
70 C 0.427 3.221 3.174  -0.41
71 H 2.446 5.029 5.185  0.30
72 H 0.157 5.050 5.957  0.39
73 H 0.355 3.402 6.243  0.37
74 H -0.979 3.866 5.265  0.30
75 H 0.548 2.201 3.538  0.49
76 H -0.530 3.597 2.813  0.52
77 H 1.107 3.290 2.325  -0.52
78 C -3.663 -0.404 -3.346  0.63
79 O -4.213 -1.488 -3.624  -0.72
80 N -4.195 0.496 -2.609  0.18
81 C -3.446 1.766 -2.411  -0.78
82 C -5.377 0.287 -1.825  -1.19
83 H -2.649 -0.193 -3.719  -0.01
84 H -4.232 2.518 -2.476  0.42
85 H -2.692 1.848 -3.194  0.23
86 H -2.816 1.863 -1.526  0.07
87 H -6.206 0.936 -2.108  0.38
88 H -5.797 -0.703 -2.001  0.34
89 H -5.127 0.521 -0.790  0.40
90 C 1.675 4.573 -0.143  0.20
91 O 2.782 4.367 0.325  -0.58
92 N 0.773 5.437 0.332  0.23
93 C -0.554 5.684 -0.312  -0.85
94 C 0.988 6.177 1.536  -1.09
95 H 1.228 3.981 -0.957  0.10
96 H -0.647 6.759 -0.473  0.36
97 H -1.405 5.517 0.348  0.30
98 H -0.679 5.186 -1.273  0.27
99 H 1.992 6.002 1.920  0.24
100 H 0.999 7.257 1.389  0.42
101 H 0.299 5.863 2.320  0.30
102 C 4.619 -0.483 -1.924  0.11
103 O 4.603 0.674 -1.452  -0.67
104 N 5.760 -1.169 -2.140  0.14
105 C 5.663 -2.616 -2.419  -0.72
106 C 7.150 -0.774 -1.798  -0.95
107 H 3.720 -0.957 -2.349  0.42
108 H 6.111 -3.114 -1.559  0.33
109 H 6.166 -2.875 -3.351  0.37
110 H 4.642 -2.966 -2.568  -0.01
111 H 7.250 0.251 -1.442  0.32
112 H 7.541 -1.545 -1.133  0.31
113 H 7.701 -0.946 -2.723  0.34
114 C 2.163 -2.669 -0.996  -0.70
115 O 3.271 -2.659 -0.361  -0.73
116 N 1.732 -3.612 -1.827  0.56
117 C 0.643 -3.356 -2.691  -0.89
118 C 2.408 -4.847 -1.952  -1.14
119 H 1.479 -1.810 -0.910  1.03
120 H 0.933 -3.462 -3.737  0.57
121 H 0.051 -2.448 -2.584  -0.12
122 H 0.005 -4.226 -2.535  0.29
123 H 3.175 -4.797 -2.725  0.36
124 H 2.843 -5.260 -1.042  0.31
125 H 1.750 -5.641 -2.304  0.39



6.
15 unconnected molecules or ions with the total composition C6H39N2O14, computed with the ωB97M-V functional and the def2-TZVPD basis.

Multiplicity   2
HOMO energy (alpha / beta)   -3.13 / -7.72 eV
LUMO energy (alpha / beta)   0.1 / 0.0 eV
Kohn-Sham gap (alpha / beta)   3.2 / 7.8 eV
Total charge   0

Last column: natural (NBO) charge in e.
Atoms and positions in Å:
1 C -2.198 0.700 1.247  -0.62
2 C -1.196 1.468 0.324  -0.22
3 N 0.152 0.871 0.297  -0.37
4 C 1.232 1.329 1.041  -0.09
5 C 2.406 0.624 0.685  -0.09
6 N 1.997 -0.203 -0.390  -0.37
7 C 0.649 -0.059 -0.553  -0.09
8 C 2.830 -1.226 -0.983  -0.41
9 H -1.706 0.015 1.938  0.21
10 H -2.932 0.179 0.632  0.22
11 H -2.815 1.397 1.813  0.19
12 H -1.172 2.534 0.548  0.21
13 H -1.581 1.297 -0.681  0.22
14 H 1.126 2.072 1.818  0.21
15 H 3.421 0.632 1.054  0.23
16 H 0.093 -0.678 -1.242  0.21
17 H 3.844 -1.215 -0.582  0.22
18 H 2.855 -1.029 -2.055  0.20
19 H 2.375 -2.214 -0.921  0.18
20 O -5.783 1.678 0.011  -0.96
21 H -6.532 2.267 -0.079  0.46
22 H -5.639 1.616 0.956  0.49
23 O 0.958 -4.735 -1.118  -0.95
24 H 0.455 -5.397 -0.643  0.47
25 H 1.640 -5.232 -1.571  0.48
26 O 4.762 -2.128 2.100  -0.94
27 H 4.139 -2.073 2.824  0.47
28 H 4.624 -3.001 1.730  0.46
29 O -4.200 -1.039 2.941  -0.96
30 H -3.854 -0.699 3.766  0.47
31 H -4.779 -0.347 2.620  0.49
32 O 3.728 1.933 3.641  -0.94
33 H 4.549 1.445 3.588  0.47
34 H 3.800 2.438 4.451  0.47
35 O -5.026 1.783 2.725  -0.98
36 H -5.494 1.737 3.559  0.48
37 H -4.153 2.099 2.957  0.51
38 O -0.940 -3.121 -2.349  -0.96
39 H -0.444 -3.537 -1.644  0.48
40 H -1.821 -3.486 -2.272  0.46
41 O -1.663 1.598 -3.187  -0.98
42 H -1.553 0.820 -3.734  0.49
43 H -0.787 1.776 -2.844  0.46
44 O -2.928 3.414 3.336  -0.95
45 H -3.427 4.230 3.301  0.49
46 H -2.132 3.640 3.817  0.49
47 O 6.414 -2.671 -1.231  -0.93
48 H 6.554 -3.169 -2.036  0.46
49 H 5.557 -2.959 -0.917  0.46
50 O -3.696 -2.314 0.257  -0.95
51 H -2.841 -2.700 0.446  0.46
52 H -3.820 -1.658 0.943  0.48
53 O 4.033 -0.808 -4.491  -0.95
54 H 4.924 -0.731 -4.832  0.47
55 H 3.533 -1.191 -5.212  0.48
56 O 4.211 1.404 -2.814  -0.96
57 H 3.293 1.673 -2.825  0.46
58 H 4.306 0.844 -3.584  0.48
59 O -2.926 3.673 -2.038  -0.97
60 H -3.859 3.467 -1.975  0.47
61 H -2.559 2.964 -2.566  0.49



7.
C4H8O3 in the gas phase, computed with the ωB97M-V functional and the def2-TZVPD basis.

Energy relative to the best compared isomer or geometry (same formula, charge and spin)   39.3 kcal/mol
Multiplicity   1
HOMO energy   -9.70 eV
LUMO energy   0.6 eV
Kohn-Sham gap   10.3 eV
SMILES string   C[C@@H](O)CC(=O)O
Total charge   0

Last column: natural (NBO) charge in e.
Atoms and positions in Å:
1 C 0.069 -1.553 0.907  -0.62
2 C -0.894 -0.294 0.486  0.13
3 O -0.786 0.694 1.490  -0.76
4 C -0.668 0.544 -0.844  -0.57
5 C 0.752 1.001 -0.828  0.80
6 O 1.186 1.664 0.086  -0.62
7 O 1.540 0.510 -1.768  -0.66
8 H 1.131 -1.187 1.278  0.22
9 H 0.099 -2.197 -0.031  0.20
10 H -0.393 -2.128 1.561  0.20
11 H -1.971 -0.717 0.599  0.19
12 H -0.075 1.370 1.242  0.50
13 H -0.974 0.001 -1.800  0.24
14 H -1.496 1.349 -0.692  0.27
15 H 2.480 0.943 -1.685  0.51



no.,maximum force (eV/Å),E (Eh)
1,1.003,-2253.45999
2,4.512,-768.43046
3,1.273,-5300.24107
4,2.335,-1997.93687
5,5.015,-3220.92288
6,3.475,-1414.74136
7,7.069,-382.90222